Formula: C5H9N3O
Source: the OMol25 dataset
Level of theory: the ωB97M-V functional and the def2-TZVPD basis

Each line ends with the Mulliken charge.
Geometry (Å):
C (2.349247, -0.961355, 1.454380)  -0.2888
C (0.485022, -0.403298, 0.534349)  -0.5348
C (0.877281, 0.556170, 1.387262)  1.0780
C (-0.894586, 0.810322, -1.270196)  -1.0017
C (-0.614076, -0.495533, -0.398764)  0.0500
N (2.077384, 0.216861, 1.980413)  -0.7290
N (1.411443, -1.412236, 0.608041)  -0.1439
N (0.454247, 1.859673, 1.745422)  -0.5303
O (-1.836142, -0.820692, 0.311625)  -0.5702
H (3.252606, -1.549758, 1.591952)  0.3800
H (-0.302608, 0.594632, -2.175190)  0.2968
H (-0.507232, 1.752761, -0.826663)  0.3357
H (-2.048133, 0.813004, -1.492877)  0.2539
H (-0.392684, -1.337540, -1.092572)  0.2471
H (1.676555, -2.178643, -0.004338)  0.2558
H (-0.597684, 2.031587, 1.695992)  0.2729
H (0.798648, 2.148279, 2.670692)  0.2920
H (-2.579613, -0.948057, -0.326772)  0.3363

Cartesian forces (eV/Å) of the 3 atoms listed first:
C 1.054 0.059 0.729
C -1.141 -0.025 -1.090
C 1.394 1.934 1.921

Computed properties:
- structure (SMILES) = C[C@H](O)c1[nH]cnc1N
- ΔE to the lowest compared entry with this formula, charge and spin (kcal/mol) = 30.0
- max |F| (Eh/bohr) = 0.0595
- 2S+1 = 1